(1)
Entry from the OMol25 dataset: a 7-piece molecular cluster, C49H107N5O7 overall (ωB97M-V/def2-TZVPD).

Structure (ORCA input):
```
! RIJCOSX wB97M-V def2-TZVPD def2/J DEFGRID3
* xyz 0 1
O -0.4991 6.9598 -0.8825
O 10.1701 2.3859 -3.4049
O 0.6717 -3.1330 -2.7240
O 4.3845 -2.9721 2.0212
O -3.3363 -10.0667 2.5411
O -3.8351 -6.2933 -9.3794
O -6.0285 4.7669 3.4900
N -3.9666 -9.1229 1.7573
N 4.6568 -2.8665 3.3190
N 8.7774 2.1694 -3.6042
N -6.7718 3.8770 4.1893
N -0.8337 7.9598 -1.7410
C 4.7634 -4.1683 4.0792
C 6.5861 3.3512 -3.8703
C -3.3226 -10.2580 -0.3465
C 1.4882 8.9756 -2.0932
C 8.9541 -0.2355 -4.1949
C 8.9949 1.5408 -6.0147
C 6.9199 0.9921 -4.8640
C -3.2892 -8.9428 0.4445
C 4.3090 -0.3231 3.3304
C -0.5628 10.3375 -2.4319
C -2.1779 -7.1723 -7.9336
C -7.2568 2.7822 3.3117
C 6.2262 2.3949 -5.0748
C -2.7759 6.6384 -2.6363
C 8.0466 3.4347 -3.5117
C -4.1017 -7.9808 -0.3759
C -6.3494 3.7033 5.5820
C -3.6345 -7.0132 3.2745
C 3.9431 -1.7157 3.9643
C -4.5346 -6.6497 0.3490
C -6.3380 5.1708 6.2476
C -1.9653 8.7304 -3.6808
C 0.0505 9.1408 -1.5813
C 3.4619 -4.9939 4.2331
C 8.6763 4.5850 -4.4300
C -2.5078 -6.8009 -9.3934
C -1.2645 -1.6836 -2.5833
C -0.9828 9.9430 -3.8698
C -7.5207 2.8586 6.2212
C 8.4133 1.1494 -4.6429
C 5.7745 -5.0904 3.3986
C 0.2093 -1.7504 -2.9162
C -5.4099 -7.1007 1.5572
C -5.6751 -8.5830 3.4997
C -1.8495 -8.4457 0.5055
C -8.2517 1.8980 4.0953
C 4.4538 -1.5407 5.4387
C 5.2549 -3.9003 5.5402
C 8.2036 3.9205 -2.0652
C -4.9366 3.1142 5.8075
C 0.1506 9.5691 -0.1055
C -4.6128 -8.0303 2.5692
C -0.5313 6.7064 -3.8825
C 4.4536 -2.8095 6.2700
C -1.5054 7.5068 -2.9721
C -7.7706 1.4984 5.4839
C 2.3531 -1.8407 3.8805
C -6.1809 1.7562 2.7945
C -8.0618 3.2985 2.0709
H -2.5352 5.7030 -2.1310
H 0.9138 -3.2246 -1.7996
H -7.3565 3.8457 1.4454
H -4.2811 -10.7370 -0.5464
H 0.7730 -1.1028 -2.2446
H -4.9408 -8.5224 -0.8124
H 0.4437 10.6176 -0.0517
H 6.5312 0.3942 -4.0396
H -3.5535 -7.5806 -1.2288
H 10.0837 1.5162 -5.9701
H 5.1924 -4.8450 6.0803
H 5.3927 -0.2780 3.2218
H -2.7764 -6.6530 2.7071
H -9.2841 2.2161 4.2402
H -7.3099 2.6402 7.2681
H 0.7877 8.8491 0.4081
H 8.2974 4.5912 -5.4521
H 2.0304 -0.8858 3.4657
H 9.7486 4.4589 -4.5789
H 8.6032 -0.5101 -3.2001
H 5.2507 -3.0645 1.6177
H -2.1629 8.3546 -4.6847
H 1.9397 -2.1341 4.8455
H 3.6546 -6.0465 4.4407
H -3.0145 -7.6772 -7.4505
H -5.3386 -9.1490 4.3683
H 2.1279 9.7895 -1.7520
H -3.2223 6.3772 -3.5957
H 9.2425 4.2245 -1.9372
H -0.9662 6.4629 -4.8518
H 6.0189 2.9876 -3.0134
H 8.6884 2.5570 -6.2630
H -2.0834 -6.2104 -7.4297
H -1.7137 -7.3687 0.6042
H 2.7710 -4.9353 3.3920
H -3.1645 -7.5219 4.1161
H -2.8246 -11.0705 0.1825
H -3.0144 8.9355 -3.4676
H 7.5496 4.7403 -1.7679
H -1.4041 10.8474 -4.3087
H -8.3947 3.4899 6.3817
H -6.2250 -7.8455 4.0845
H -6.3520 -9.1594 2.8691
H 10.2547 2.3180 -2.4510
H -8.4707 2.5993 1.3414
H 8.4432 5.5659 -4.0157
H -5.5321 5.7399 5.7841
H -2.7789 -10.1032 -1.2784
H -5.2108 2.2531 2.7888
H 6.7738 -4.6765 3.2639
H -6.6985 5.4270 3.2976
H -1.4490 -1.5965 -1.5126
H -5.9662 0.8892 3.4192
H 8.7490 0.8692 -6.8372
H 8.5638 -1.0126 -4.8521
H 0.2366 11.0721 -2.5300
H 3.4840 -3.2039 6.5739
H 6.6343 2.8391 -5.9827
H -0.8184 9.5794 0.3936
H -7.2386 5.7073 5.9490
H -8.3230 1.0163 3.4585
H -6.4427 1.4639 1.7775
H -1.3534 10.7901 -1.8335
H 5.8267 -6.1221 3.7464
H -6.0159 5.3059 7.2801
H 5.5078 -5.1635 2.3443
H -6.9148 0.8236 5.4985
H 3.9571 -0.3656 2.2996
H 2.8916 -4.5491 5.0486
H 7.9994 3.0289 -1.4725
H 5.1446 2.3486 -5.2012
H 2.1602 -2.6518 3.1784
H -4.1487 -6.1968 3.7817
H -1.2502 -7.7285 -7.7991
H -1.3108 6.8135 -0.3913
H -4.0983 3.6648 5.3807
H 6.2957 -3.5823 5.4779
H -8.5552 0.9007 5.9479
H -4.8080 3.0041 6.8842
H -2.3737 -7.7070 -9.9843
H 6.1988 4.3271 -4.1631
H -0.4898 5.6560 -3.5945
H 10.0429 -0.1865 -4.2096
H -1.9012 -6.1153 -9.9851
H -8.8370 4.0014 2.3760
H -1.2517 -8.8964 1.2977
H -3.7113 -6.0589 0.7506
H -5.8573 -6.2007 1.9788
H 0.4887 -1.4718 -3.9323
H 6.5556 0.4464 -5.7344
H -0.1459 9.6836 -4.5181
H -6.1949 -7.7745 1.2137
H 3.9831 0.5686 3.8658
H -3.7788 -10.8963 2.3476
H -4.0726 -6.2626 -10.3090
H -1.3683 -8.6056 -0.4594
H 3.7894 -0.8298 5.9299
H 0.4694 7.1369 -3.9203
H 5.4364 -1.1100 5.6315
H 1.8662 7.9998 -1.7883
H -3.3505 7.1297 -1.8511
H -1.8964 -2.4913 -2.9527
H -4.7585 2.1804 5.2742
H 1.6032 9.0016 -3.1768
H -1.6384 -0.7359 -2.9708
H 4.9260 -2.5658 7.2216
H -5.1003 -5.9986 -0.3175
*
```

**Relative energy (zero: lowest compared OMol25 entry of this formula, charge and spin)**: 581.1 kJ/mol
**Calculated total energy**: -74320.077 eV
**Molecular weight**: 878.42 g mol⁻¹
**LUMO**: 0.011 hartree
**HOMO-LUMO gap**: 8.14 eV


(2)
Entry from the OMol25 dataset: a 8-piece molecular cluster, C49H109BrN6O3 overall (ωB97M-V/def2-TZVPD).

Structure (ORCA input):
```
! RIJCOSX wB97M-V def2-TZVPD def2/J DEFGRID3
* xyz 4 1
Br -1.4918 -3.2848 1.3180
O 1.1887 0.8875 -1.1624
O -0.6348 -0.2257 -0.3012
O 1.1856 0.1836 0.9754
N -1.3111 2.4507 -4.2163
N 2.3324 -3.3012 4.0074
N -1.2360 2.1187 3.7339
N -5.0252 -1.5165 -0.3913
N 3.5647 4.1343 -0.7085
N 1.7971 -2.9725 -2.4775
C -1.7458 3.0819 -2.8416
C 2.5750 -2.8006 2.5341
C 3.7902 2.8611 1.2308
C -2.1111 1.1788 4.6074
C -2.3002 2.8485 -5.4120
C -1.6264 3.6518 3.9372
C -0.2449 0.4426 -5.2542
C 0.6667 -6.7090 -1.4940
C 4.1726 2.7451 -1.1890
C 0.3129 2.1250 4.1709
C -8.2374 0.5998 -0.9408
C -0.2962 4.3644 4.0315
C 0.7380 -6.7087 2.9148
C 0.1304 2.8461 -4.5658
C -3.9699 -0.6886 -1.1468
C 2.8041 -2.7043 -1.3357
C 3.6992 -1.8364 2.7087
C 2.4021 4.7644 -1.5288
C 3.6460 -3.0395 4.7922
C 1.2604 -5.3079 -1.2063
C 2.8377 3.6239 0.5894
C -6.8000 0.1871 -0.6044
C 0.7177 1.6233 -5.3925
C 0.7539 3.4114 3.5015
C -4.6674 -2.9420 -0.8242
C 0.8191 -5.2246 3.2264
C -3.1532 -1.2883 4.7321
C 2.6159 -2.4496 -3.6447
C 4.3557 1.9690 0.1703
C 0.6242 0.3168 -0.1597
C -3.4420 3.4108 -1.0405
C -1.4252 1.6223 2.2564
C 3.6567 -1.5400 -1.7220
C 0.4336 -2.1686 -2.4768
C -1.1631 0.9526 -4.0774
C -6.4842 -1.2956 -0.7342
C -4.9328 -1.4160 1.1750
C 4.5294 -2.5237 3.6717
C 1.0920 -2.6117 4.6301
C -3.2015 -1.6717 -1.9919
C -4.0732 -2.7719 -2.2286
C 4.5490 5.2962 -0.4725
C 5.1308 5.8244 -1.7153
C -1.9713 -0.3396 4.3168
C 1.5327 -4.4734 -2.5657
C 2.1380 -4.8382 3.9761
C -3.0744 2.7008 -2.3371
C 4.7310 7.2187 -2.0878
C 3.2073 -1.1597 -3.1247
H -0.8981 0.3821 -6.1247
H -1.0001 3.0106 -2.0499
H -2.2261 -2.0217 -1.6542
H -2.9418 2.9604 -0.1831
H 3.3210 2.4206 2.1105
H 1.1398 -7.1459 3.8288
H 4.0881 -3.9193 5.2597
H -0.1096 -4.9995 3.7509
H 5.0102 7.4901 -3.1058
H -0.2019 -2.5064 -3.2955
H 1.2254 -1.5452 4.4489
H -1.9953 2.3404 -6.3268
H -1.7189 4.1285 -3.1448
H 1.9566 3.0374 0.3289
H 2.4260 -0.4061 -3.0254
H -0.5478 0.8050 -3.1899
H 0.7543 3.3136 2.4159
H 0.8413 1.9337 -6.4300
H 1.6999 -2.2515 2.1866
H 2.9998 -5.2743 3.4710
H 2.1681 -5.4863 -0.6300
H -3.2104 4.4751 -1.0811
H -2.0402 1.3661 5.6789
H -3.9556 -1.7020 1.5641
H 1.6778 1.3253 -4.9710
H 1.3377 -7.0874 2.0871
H -8.3893 1.6663 -0.7746
H -2.9273 -2.2910 4.3694
H 5.3756 1.6911 0.4358
H -6.4276 -1.4974 -1.8038
H 5.3882 -1.9652 4.0442
H -3.9635 -3.3711 -0.1111
H 1.7655 3.7121 3.7743
H 0.6655 -4.4679 -3.2260
H 0.7371 -4.7330 2.2570
H -3.3274 2.6306 -5.1195
H -2.3731 3.7768 3.1531
H 4.1187 6.0947 0.1320
H -4.5611 -0.1696 -1.9012
H 0.1983 -2.8336 4.0469
H -8.8969 0.0711 -0.2526
H 3.4706 -2.2726 5.5467
H 4.6699 -1.9401 -1.6873
H 1.8824 5.5160 -0.9346
H -5.1505 -0.4035 1.5150
H 6.2035 5.7946 -1.5243
H 1.7743 3.8866 -1.6817
H 0.8308 1.2050 3.8998
H 2.6720 5.1915 -2.4947
H 4.9486 5.2045 -2.5931
H 2.1236 -5.2174 4.9979
H 2.4259 -4.9079 -3.0145
H 2.0310 -2.3726 -4.5613
H 1.1734 -7.1043 -2.3744
H 0.1417 -0.5244 -4.9323
H 2.4673 4.5125 1.1006
H 1.2407 -2.7672 5.6987
H -2.4141 1.1773 2.1466
H -2.3749 3.9278 -5.5444
H -2.2637 3.8002 4.8090
H 3.7651 1.0536 0.2078
H 4.3490 -1.8090 1.8340
H -3.5669 -3.6646 -2.5959
H 3.6578 7.3471 -1.9471
H 4.5847 3.4374 1.7049
H 0.2641 3.7571 -5.1492
H -0.3651 -6.6385 -1.8381
H -3.3072 -1.2874 5.8111
H -4.4985 3.5101 -0.7913
H 2.1432 -2.4955 -0.4944
H 5.0834 7.9149 -1.3267
H -1.0845 2.4001 1.5729
H -1.7014 -0.7025 3.3251
H -2.9806 1.6587 -2.0318
H 4.9175 -3.4064 3.1634
H 3.5614 2.2533 -1.9458
H 3.4333 -3.5795 -1.1736
H 3.9927 -0.7268 -3.7442
H 5.1765 2.7820 -1.6120
H -4.8732 -2.5727 -2.9416
H 2.9405 -3.7113 2.0595
H -1.1127 -0.7656 4.8359
H -0.7104 -0.8296 0.4412
H -3.8128 2.9304 -3.1053
H 0.7092 -7.4515 -0.6971
H -4.0297 -0.9559 4.1757
H -6.5620 0.7213 0.3154
H 3.5379 -0.7030 -1.0339
H 0.6130 -1.1062 -2.6416
H -0.1116 -2.3141 -1.5442
H 3.4545 -3.0976 -3.8996
H -3.5731 0.1123 -0.5230
H -5.5576 -3.5709 -0.8323
H -6.3564 0.9604 -1.2315
H -3.1012 1.4995 4.2834
H -8.5179 0.4428 -1.9823
H 3.5154 -0.8337 3.0947
H 5.2986 4.8680 0.1930
H 0.5390 -4.7835 -0.5797
H -0.1605 5.1616 3.3006
H -2.1334 0.4897 -3.8975
H -7.0783 -2.0049 -0.1579
H -0.2651 -7.0653 2.6808
H 0.6862 3.0921 -3.6609
H -2.8955 -1.2291 -2.9398
H -0.7268 0.7855 2.2625
H -5.6581 -2.1185 1.5856
H -0.1798 4.6724 5.0706
H 0.2904 2.2786 5.2498
*
```

**Relative energy (zero: lowest compared OMol25 entry of this formula, charge and spin)**: 0.0 kJ/mol
**Calculated total energy**: -137669.464 eV
**Molecular weight**: 910.35 g mol⁻¹
**LUMO**: -0.277 hartree
**HOMO-LUMO gap**: 8.44 eV